Computed, not measured: the molecule C3H5FN2S in a non-equilibrium geometry, with ωB97M-V with the def2-TZVPD basis set.

Each line ends with the natural charge from an NBO analysis.
Atoms and positions in Å:
H 0.491 -1.501 2.770  0.354
N 0.013 -0.817 2.054  -0.672
C 0.788 -0.908 1.080  0.272
N 0.632 -0.120 -0.043  -0.613
S 1.534 -0.229 -1.413  0.197
C -0.458 0.763 -0.060  -0.102
C -1.271 1.166 -1.027  0.170
F -1.063 0.738 -2.263  -0.334
H 1.865 -1.227 0.951  0.167
H 0.466 -0.555 -2.300  0.137
H -0.787 1.051 0.922  0.231
H -2.211 1.639 -0.671  0.194

Its net charge is 0. Its SMILES is [H]/N=C/N(S)/C=C\F. The calculation puts the electronic energy at -19722.2976 eV. As for the HOMO-LUMO gap: 9.4 eV. As for the largest force on an atom: 4.161 eV/A.